{"formula": "NO5P", "method": "wB97M-V/def2-TZVPD", "charge": -2, "e_above_lowest_kj_mol": 69.8, "total_energy_ha": -772.32471, "mol_weight_g_mol": 125.0, "gap_ha": 0.260, "elements": ["N", "O", "O", "O", "O", "O", "P"], "xyz": [[0.48716, 1.07365, 1.35064], [-1.75016, -0.39321, -1.57815], [-0.57277, -2.03258, -0.03057], [1.68210, 1.49198, 1.00551], [-0.16640, 1.80328, 2.11850], [0.82101, -0.92521, -1.76235], [-0.50093, -1.01791, -1.10360]]}

---

{"formula": "H18O9", "method": "wB97M-V/def2-TZVPD", "e_above_lowest_kj_mol": 281.3, "smiles": "O.O.O.O.O.O.O.O.O", "total_energy_ha": -687.91864, "mol_weight_g_mol": 162.1, "gap_ha": 0.378, "elements": ["O", "H", "H", "O", "H", "H", "O", "H", "H", "O", "H", "H", "O", "H", "H", "O", "H", "H", "O", "H", "H", "O", "H", "H", "O", "H", "H"], "xyz": [[1.56033, 1.91659, 1.68056], [2.41733, 1.55859, 1.41456], [0.89333, 1.39159, 1.21256], [-2.27167, -0.91141, 0.79456], [-1.90967, -1.31341, 1.60756], [-2.21067, -1.63341, 0.16256], [-1.44767, 1.34059, 2.25456], [-1.45367, 1.29459, 1.26556], [-2.34667, 1.20159, 2.51756], [-1.65267, 2.30359, -0.48044], [-1.27567, 1.44459, -0.53344], [-1.08767, 2.89359, -1.00244], [3.03633, -0.48841, -3.75544], [2.49233, 0.02859, -3.10044], [2.51633, -0.39841, -4.53744], [0.17433, 0.32359, -0.02244], [0.10833, -0.53041, 0.45956], [0.86533, 0.39459, -0.69044], [-0.00867, -2.58741, -0.91444], [-0.54467, -3.33841, -1.12944], [0.65233, -2.97041, -0.28744], [1.60133, 0.99059, -2.16344], [2.40533, 1.43459, -1.97244], [0.94633, 1.59559, -2.35344], [-1.21767, -2.25141, 2.90556], [-0.39467, -1.75641, 3.10256], [-1.84767, -1.93341, 3.56556]]}

---

{"formula": "C17H24F6N7O4S3V", "method": "wB97M-V/def2-TZVPD", "charge": 1, "e_above_lowest_kj_mol": 131.9, "total_energy_ha": -4084.00811, "mol_weight_g_mol": 651.6, "spin_multiplicity": 2, "gap_ha": [0.274, 0.251], "elements": ["V", "C", "C", "N", "C", "C", "S", "C", "C", "N", "H", "H", "H", "H", "H", "H", "H", "H", "H", "H", "H", "H", "H", "H", "F", "C", "F", "F", "S", "O", "O", "N", "S", "O", "O", "C", "F", "F", "F", "N", "C", "C", "N", "C", "C", "N", "H", "H", "H", "H", "H", "C", "C", "C", "N", "C", "C", "H", "H", "H", "H", "H"], "xyz": [[-0.09085, -0.35528, -0.04794], [-1.97286, -0.33254, 2.51292], [-2.89093, -0.21298, 1.30522], [-2.18849, 0.23319, 0.08680], [-1.85361, 1.65637, -0.14229], [-0.10334, 2.31975, 1.55339], [1.41530, 1.66824, 2.28347], [0.73944, 0.65863, 3.62052], [0.32221, -0.75922, 3.25969], [-0.63167, -0.83264, 2.12987], [-2.42844, -0.99115, 3.25697], [-1.85374, 0.63183, 2.99987], [-3.73637, 0.43273, 1.55032], [-3.30338, -1.19235, 1.06069], [-2.71854, -0.07897, -0.72339], [-3.80528, 2.39395, 0.18508], [-1.90649, 1.78135, -1.22327], [-0.92066, 2.05317, 2.21181], [-0.04035, 3.40643, 1.52380], [-0.06694, 1.21465, 4.10012], [1.53477, 0.59456, 4.36428], [-0.11262, -1.23309, 4.14655], [1.20630, -1.33104, 2.98609], [-0.73892, -1.82382, 1.91199], [1.83488, -2.63256, -2.42809], [1.24494, -3.72615, -1.96584], [1.15393, -4.61946, -2.93249], [1.96420, -4.21633, -0.96017], [-0.46070, -3.37617, -1.36507], [-0.30644, -2.48488, -0.19427], [-1.01760, -4.65431, -1.10625], [-1.16554, -2.65342, -2.56382], [-1.23042, -1.11878, -2.84586], [-2.55285, -0.57512, -2.71888], [-0.15406, -0.34113, -2.18547], [-0.80909, -1.02945, -4.63378], [-0.76850, 0.25515, -4.96728], [0.37207, -1.58538, -4.85318], [-1.74237, -1.65360, -5.32558], [4.61344, -2.67986, 1.25480], [3.97827, -1.75512, 0.48707], [2.58752, -1.57609, 0.57774], [1.94602, -0.68032, -0.15828], [2.69629, 0.04938, -1.01363], [4.05842, -0.12909, -1.07508], [4.71772, -1.01343, -0.32903], [4.09736, -3.39573, 1.73170], [5.58434, -2.85195, 1.05722], [1.99350, -2.20667, 1.22676], [2.19055, 0.74007, -1.67135], [4.64694, 0.46840, -1.76107], [-1.50425, 4.53745, -0.72179], [-2.52899, 4.07068, -0.00555], [-2.78607, 2.67381, 0.47130], [-0.39094, 1.82268, 0.17767], [0.24905, 2.71678, -0.76894], [-0.27037, 3.87157, -1.16923], [-1.56246, 5.58135, -1.00652], [-3.30979, 4.78107, 0.24271], [-2.78146, 2.64548, 1.56671], [1.22673, 2.40476, -1.10683], [0.33120, 4.43460, -1.87291]]}

---

{"formula": "C20H23N3O3", "method": "wB97M-V/def2-TZVPD", "e_above_lowest_kj_mol": 96.6, "smiles": "NC(=O)C1CCN(C(=O)COc2ccc(Nc3ccccc3)cc2)CC1", "total_energy_ha": -1165.95137, "mol_weight_g_mol": 353.4, "gap_ha": 0.296, "elements": ["N", "C", "O", "C", "C", "H", "C", "N", "C", "O", "C", "O", "C", "C", "C", "C", "C", "C", "H", "H", "N", "C", "C", "C", "C", "C", "C", "H", "H", "H", "H", "H", "H", "H", "H", "H", "H", "C", "C", "H", "H", "H", "H", "H", "H", "H", "H", "H", "H"], "xyz": [[7.49324, 2.26984, 0.01351], [6.34571, 1.88814, -0.59546], [6.15551, 2.05705, -1.77685], [5.34594, 1.20896, 0.33586], [3.93058, 1.31222, -0.23273], [3.93798, 0.92290, -1.25195], [2.94602, 0.51970, 0.62814], [3.37080, -0.85626, 0.73115], [2.76676, -1.93677, 0.20382], [3.26284, -3.04746, 0.24036], [1.40947, -1.73114, -0.47548], [0.51091, -1.09130, 0.40272], [-0.80622, -1.00739, 0.03257], [-1.67187, -0.47435, 0.98679], [-3.01626, -0.33347, 0.72340], [-3.53761, -0.70815, -0.51710], [-2.66965, -1.25895, -1.45760], [-1.32020, -1.40757, -1.19363], [-0.68568, -1.83500, -1.95376], [-3.05825, -1.57937, -2.41403], [-4.88612, -0.61485, -0.82261], [-5.83685, 0.24208, -0.30085], [-7.18512, -0.10755, -0.41097], [-8.17078, 0.72682, 0.07573], [-7.83612, 1.92864, 0.67787], [-6.50353, 2.29522, 0.76528], [-5.50935, 1.46959, 0.27700], [-4.47863, 1.78570, 0.31593], [-6.23318, 3.24212, 1.20984], [-8.60699, 2.57798, 1.06386], [-9.20743, 0.43629, -0.01390], [-7.45096, -1.04357, -0.88305], [-5.21962, -1.26203, -1.52144], [-3.67334, 0.04058, 1.49224], [-1.26609, -0.18901, 1.94454], [1.04698, -2.73010, -0.74682], [1.55140, -1.14314, -1.39601], [4.68475, -1.00246, 1.32232], [5.72681, -0.27133, 0.47708], [5.76531, -0.72574, -0.51460], [6.71025, -0.37536, 0.93871], [4.66348, -0.58802, 2.33676], [4.90913, -2.06907, 1.37271], [2.91976, 0.94402, 1.63969], [1.94219, 0.58022, 0.21695], [3.62134, 2.35731, -0.27625], [5.38476, 1.68832, 1.32039], [7.66540, 2.11248, 0.98968], [8.22274, 2.68295, -0.54363]]}